{
  "formula": "C46H74N12O7",
  "method": "ωB97M-V with the def2-TZVPD basis set",
  "e_above_lowest_kcal_mol": 7.1,
  "homo_ev": -8.991,
  "charge": 0,
  "smiles": "CNC(C)=O.CNC(C)=O.CNC(C)=O.CNC(C)=O.CNC(C)=O.CNC(C)=O.CNC(C)=O.c1ccncc1.c1ccncc1.c1ccncc1.c1ccncc1.c1ccncc1",
  "e_tot_ha": -2980.9663,
  "species": ["C", "N", "C", "C", "O", "H", "H", "H", "H", "H", "H", "H", "C", "N", "C", "C", "O", "H", "H", "H", "H", "H", "H", "H", "C", "N", "C", "C", "O", "H", "H", "H", "H", "H", "H", "H", "C", "N", "C", "C", "O", "H", "H", "H", "H", "H", "H", "H", "C", "N", "C", "C", "O", "H", "H", "H", "H", "H", "H", "H", "C", "N", "C", "C", "O", "H", "H", "H", "H", "H", "H", "H", "C", "N", "C", "C", "O", "H", "H", "H", "H", "H", "H", "H", "C", "C", "C", "N", "C", "C", "H", "H", "H", "H", "H", "C", "C", "C", "N", "C", "C", "H", "H", "H", "H", "H", "C", "C", "C", "N", "C", "C", "H", "H", "H", "H", "H", "C", "C", "C", "N", "C", "C", "H", "H", "H", "H", "H", "C", "C", "C", "N", "C", "C", "H", "H", "H", "H", "H"],
  "positions_angstrom": [[-7.7761, -1.3085, -1.9666], [-6.3552, -1.4826, -2.0562], [-5.7646, -2.6975, -1.8564], [-6.6542, -3.9359, -1.8519], [-4.5533, -2.7489, -1.6685], [-8.0511, -0.2450, -2.1240], [-8.1937, -1.3681, -0.9335], [-8.2623, -1.9140, -2.6977], [-5.7159, -0.6684, -1.9092], [-7.4078, -3.7473, -2.5948], [-7.1358, -3.9322, -0.8607], [-6.1727, -4.8792, -2.0293], [-1.4143, -4.0964, -0.2890], [-1.8222, -4.0587, -1.6686], [-0.9684, -4.5693, -2.6576], [-1.4407, -4.1581, -4.0133], [0.1119, -5.1185, -2.4999], [-1.7361, -3.2462, 0.2193], [-0.2977, -4.1018, -0.1976], [-1.7708, -5.0072, 0.2354], [-2.6844, -3.5032, -1.9148], [-0.6153, -3.5555, -4.2956], [-2.3962, -3.6682, -4.0166], [-1.4346, -4.9640, -4.7415], [-2.6521, -0.5862, 7.1566], [-2.3714, -0.6439, 5.7318], [-1.1653, -1.0140, 5.2956], [-1.0388, -1.1682, 3.7860], [-0.1842, -1.1897, 6.0652], [-2.0949, -1.3303, 7.7809], [-3.7240, -0.6954, 7.3699], [-2.3812, 0.3642, 7.5916], [-3.1704, -0.6810, 5.1375], [-0.1697, -0.7575, 3.3053], [-1.8268, -0.6983, 3.1788], [-1.0944, -2.2333, 3.4932], [2.1271, 1.6010, 6.2740], [1.7720, 2.6668, 5.4369], [2.6091, 3.5704, 4.9275], [4.1681, 3.5262, 5.2239], [2.2644, 4.5034, 4.2378], [2.4466, 1.9855, 7.2869], [2.8865, 0.9517, 5.7997], [1.3116, 0.8736, 6.4912], [0.7739, 2.8782, 5.2662], [4.5155, 4.5838, 5.1787], [4.7299, 3.0450, 4.3754], [4.3619, 3.0018, 6.1639], [1.9898, 6.6281, 1.2425], [3.0023, 5.6988, 1.7668], [4.1279, 5.3648, 1.0745], [5.1885, 4.5564, 1.7484], [4.2757, 5.6506, -0.0849], [1.9557, 7.5670, 1.8530], [0.9885, 6.2562, 1.0811], [2.3870, 6.8901, 0.2669], [2.9112, 5.2650, 2.6863], [5.6644, 3.9413, 0.9697], [4.7818, 4.0693, 2.6183], [6.0044, 5.2442, 2.0574], [3.0050, -3.6575, -4.4765], [2.9040, -4.5210, -3.3244], [3.6131, -4.3998, -2.1947], [3.1959, -5.3314, -1.0423], [4.6759, -3.7686, -2.1097], [2.0705, -3.5895, -4.9350], [3.6455, -4.1163, -5.2058], [3.3462, -2.6536, -4.2839], [2.0492, -5.0165, -3.2345], [2.5321, -4.8317, -0.3573], [4.0911, -5.5437, -0.4868], [2.6308, -6.2996, -1.2003], [3.1252, 3.6166, -3.1852], [3.8593, 2.5754, -2.4383], [3.7434, 1.3510, -2.9247], [4.5996, 0.1936, -2.3684], [2.9411, 1.1098, -3.7895], [3.4638, 3.6080, -4.2398], [3.3439, 4.5989, -2.8385], [2.0788, 3.3657, -3.2461], [4.6132, 2.8282, -1.7936], [4.3988, -0.1141, -1.3778], [5.6774, 0.3111, -2.3762], [4.4564, -0.7036, -3.0834], [-3.3856, 0.4419, 1.5539], [-4.3086, -0.5885, 1.6185], [-5.3274, -0.4949, 2.5173], [-5.6087, 0.5387, 3.3167], [-4.6954, 1.5676, 3.2262], [-3.6101, 1.5124, 2.3789], [-2.5157, 0.3095, 0.8600], [-4.1910, -1.4512, 0.9378], [-6.0851, -1.2327, 2.5599], [-4.8432, 2.3871, 3.8530], [-3.0038, 2.4350, 2.3790], [-3.6889, 3.4807, -2.0892], [-3.2534, 2.2025, -2.0679], [-4.1444, 1.1501, -1.8821], [-5.4030, 1.3552, -1.5400], [-5.8180, 2.6057, -1.5099], [-5.0545, 3.7057, -1.8405], [-3.0394, 4.3248, -2.2712], [-2.2254, 1.9138, -2.3067], [-3.8723, 0.1026, -1.8415], [-6.8674, 2.7678, -1.2350], [-5.4614, 4.6835, -1.8380], [-1.6190, 0.8277, -5.0936], [-0.2492, 0.9930, -4.9599], [0.5459, -0.1082, -5.1961], [0.0486, -1.2576, -5.6259], [-1.2716, -1.3438, -5.7436], [-2.1526, -0.3721, -5.3918], [-2.3044, 1.7027, -4.9128], [0.1559, 1.7998, -4.4798], [1.6359, -0.1331, -4.9758], [-1.6054, -2.3139, -6.0116], [-3.1571, -0.5196, -5.1834], [1.2212, -0.7140, 0.0939], [0.7510, 0.4811, 0.5510], [-0.3493, 1.0307, -0.1541], [-0.8051, 0.5726, -1.2902], [-0.2992, -0.5518, -1.7085], [0.6400, -1.2752, -1.0332], [2.0399, -1.2098, 0.6269], [1.2330, 0.8776, 1.4560], [-0.7778, 1.9031, 0.2948], [-0.6945, -0.9982, -2.6665], [0.9655, -2.2239, -1.4580], [6.6326, -0.3470, 1.9781], [5.6233, 0.1081, 2.8291], [4.5161, -0.6478, 3.0174], [4.2544, -1.7846, 2.3422], [5.1547, -2.2045, 1.4217], [6.3239, -1.5063, 1.2013], [7.5815, 0.2207, 1.8536], [5.7347, 1.0784, 3.2864], [3.8116, -0.5009, 3.7975], [4.8952, -3.1558, 0.9395], [7.0039, -1.8667, 0.4830]],
  "forces_ev_per_angstrom": [[-0.492, 2.224, 1.166], [1.021, -0.280, 0.444], [0.387, 0.197, -0.009], [-0.248, 1.427, 0.555], [0.385, -0.189, -0.059], [0.517, -0.506, -0.666], [0.317, -0.965, -0.532], [-0.695, -0.358, -0.181], [-1.235, -0.845, -0.062], [-0.542, -0.387, -0.246], [-0.029, -0.234, -0.336], [0.567, -0.070, -0.014], [1.400, -1.889, -0.038], [0.761, -0.231, -0.967], [-1.831, 1.270, 0.659], [0.219, -1.157, -0.153], [-0.467, -0.079, 0.738], [-0.800, 1.455, 0.847], [-0.853, -0.088, -0.316], [0.073, 0.469, -0.232], [1.337, -1.092, 0.281], [0.431, 1.210, -0.745], [-0.238, 0.412, -0.049], [-0.100, -0.346, 0.139], [-0.043, -0.440, 1.177], [-0.433, -0.243, 1.388], [2.763, -0.157, 0.191], [-0.998, -0.597, -0.914], [-2.039, 0.466, -1.456], [-0.390, 0.318, -0.993], [0.266, -0.155, -0.409], [0.236, 0.507, -0.092], [-0.156, 0.064, -0.583], [0.912, 0.056, 0.558], [-0.263, -0.063, 0.748], [0.226, 0.317, 0.385], [0.561, -1.949, 2.142], [-1.942, 0.975, -1.028], [2.922, 0.327, 0.195], [-0.819, -0.323, -0.739], [-1.248, 0.691, -0.675], [0.069, -0.604, -0.962], [0.005, 0.490, 0.449], [0.146, 0.839, -0.463], [1.034, -0.250, 0.103], [-0.394, -0.800, 0.516], [-0.774, 0.020, 0.923], [0.376, 0.298, -0.191], [1.471, 0.741, 0.186], [-0.024, -0.344, 0.680], [-1.152, -0.083, 0.273], [0.830, 0.757, 0.024], [0.351, 0.755, -1.911], [-0.068, -0.861, -0.364], [-0.150, -0.562, 0.352], [-0.132, 0.243, -0.192], [-0.324, 0.498, -0.204], [-0.469, -0.251, 0.582], [0.240, -0.579, 0.150], [-0.557, -0.246, 0.071], [1.121, -0.442, 0.222], [-0.194, 0.771, 0.328], [1.682, -1.209, 0.074], [-0.737, -0.609, 0.070], [-1.267, 0.088, 0.098], [-1.715, 0.185, -0.613], [0.638, -0.049, -0.432], [0.251, 0.209, 0.459], [-0.815, -0.371, 0.124], [-0.259, 0.666, 0.291], [0.424, -0.169, 0.173], [0.807, 1.108, -0.695], [1.014, -0.797, -1.013], [0.410, 2.018, 0.535], [1.279, -2.018, 1.059], [0.220, -1.134, -2.407], [-1.117, -0.359, -1.346], [-0.071, -0.148, 0.378], [-0.079, 0.565, 0.830], [-0.364, 0.159, 0.408], [-0.647, -0.133, -0.516], [-0.767, -0.222, 1.117], [0.272, 0.738, -0.152], [-0.113, 1.417, 1.329], [0.623, -0.990, -0.984], [1.256, -0.569, -1.110], [-1.518, 0.565, 0.541], [1.976, 1.410, -0.195], [-1.166, -3.032, -0.693], [0.701, 2.098, 0.265], [-0.931, 0.589, 0.755], [-0.256, 0.427, 0.579], [-0.486, -1.033, -0.014], [-0.355, 1.260, 0.890], [0.055, -0.763, -0.182], [-1.470, 1.353, 0.199], [1.508, -1.882, -1.069], [0.003, 0.270, 0.924], [-0.258, -0.513, -0.128], [-1.449, 1.051, -0.049], [1.260, -0.890, 0.242], [0.178, -0.070, -0.092], [-0.355, 0.345, 0.304], [0.671, -0.001, -0.348], [0.315, -0.154, -0.069], [-0.390, 0.716, 0.027], [-0.186, 3.289, 0.839], [-0.950, -1.897, -0.510], [1.411, -0.352, 0.271], [-0.106, -0.237, -0.510], [0.714, -1.267, 0.287], [0.609, 0.033, -0.173], [0.804, -0.989, 0.094], [0.995, 2.274, 0.639], [-0.999, 0.408, -0.229], [-0.480, -0.757, -0.375], [-1.918, -0.534, -0.429], [0.839, -1.100, 0.064], [-0.730, 0.267, 0.069], [1.904, 0.534, 1.752], [-0.920, 0.847, 0.202], [-0.502, -2.113, -2.197], [0.957, -0.597, -0.117], [-0.272, 0.044, -0.252], [-0.687, 0.320, -0.490], [-0.518, 0.658, -0.229], [0.307, 0.738, 0.952], [0.024, 0.142, 0.225], [-0.783, -0.660, -1.209], [1.853, 0.910, -0.484], [-0.934, -2.198, -0.718], [0.692, -0.047, -0.239], [-1.138, 0.401, 1.081], [0.565, 1.240, 1.306], [-0.890, -0.585, 0.000], [0.054, -0.036, 0.491], [-0.645, 0.797, 0.498], [0.303, 0.597, -0.160], [0.821, -0.384, -0.711]]
}